1.
A molecular structure, C22H21F3N2 in a non-equilibrium geometry, computed with ωB97M-V with the def2-TZVPD basis set.

Values from the calculation:
Kohn-Sham gap	7.63	eV
largest force on an atom	0.19486	hartree/bohr
energy relative to the best compared isomer or geometry (same formula, charge and spin)	1870.88	kJ/mol
HOMO energy	-8.3	eV
LUMO level	-0.023	Eh

Last column: Löwdin charge in e.
Positions of all 48 atoms, in Å:
F: 4.58 -1.78 0.26  0.07
C: 3.55 -1.05 -0.23  -0.22
C: 2.40 -0.82 0.54  -0.03
C: 1.32 -0.18 -0.10  -0.24
C: 1.46 0.31 -1.40  -0.11
C: 2.61 0.16 -2.16  -0.03
C: 3.69 -0.58 -1.56  0.04
H: 2.30 -1.23 1.53  0.15
H: 0.34 -0.05 0.33  0.03
H: 0.62 0.84 -1.80  0.14
H: 2.60 0.56 -3.16  0.11
H: 4.62 -0.89 -2.02  0.11
F: -0.50 4.51 1.59  0.08
C: -0.14 3.25 1.87  -0.29
C: 0.96 2.67 1.28  0.04
C: 1.44 1.42 1.59  -0.07
C: 0.75 0.80 2.64  -0.19
C: -0.41 1.33 3.23  -0.09
C: -0.83 2.57 2.84  -0.05
H: 1.46 3.28 0.54  0.14
H: 2.33 1.08 1.10  0.12
H: 1.05 -0.14 3.07  0.16
H: -0.97 0.74 3.94  0.15
H: -1.69 2.93 3.39  0.14
F: -3.26 0.73 0.28  0.10
C: -2.19 -0.02 0.48  -0.20
C: -2.19 -1.36 -0.07  -0.07
C: -1.12 -2.20 0.09  -0.13
C: 0.01 -1.69 0.79  -0.12
C: 0.00 -0.46 1.39  -0.25
C: -1.13 0.38 1.26  0.02
H: -3.08 -1.65 -0.61  0.10
H: -1.15 -3.24 -0.22  0.14
H: 0.85 -2.36 0.93  0.14
H: 0.89 -0.23 1.96  0.01
H: -1.08 1.39 1.65  0.07
C: 0.13 -1.72 -1.47  -0.16
C: 0.30 -1.58 -2.94  -0.23
N: 0.46 -1.45 -4.04  0.16
H: -0.22 -2.75 -1.36  0.11
H: -0.59 -0.98 -1.13  0.08
H: 1.11 -1.69 -1.00  0.09
C: -3.38 -0.25 -2.03  -0.09
C: -3.85 1.02 -2.62  -0.25
N: -4.20 2.00 -3.09  0.13
H: -3.38 -0.12 -0.95  0.00
H: -2.38 -0.48 -2.38  0.09
H: -4.08 -1.06 -2.23  0.10

***

2.
C22H21FN4O3S in the gas phase in a non-equilibrium geometry, computed with ωB97M-V with the def2-TZVPD basis set.

Values from the calculation:
Kohn-Sham gap	8.71	eV
largest force on an atom	0.03150	hartree/bohr
structure (SMILES)	COc1ccc(CNC(=O)[C@H](c2ccccc2F)N(C(=O)c2csnn2)C2CC2)cc1
energy relative to the best compared isomer or geometry (same formula, charge and spin)	306.06	kJ/mol
HOMO energy	-8.5	eV
LUMO level	0.008	Eh

Last column: Löwdin charge in e.
Positions of all 52 atoms, in Å:
C: -5.97 -0.38 0.19  -0.10
O: -5.08 0.14 -0.77  -0.15
C: -4.04 0.91 -0.33  -0.31
C: -3.75 1.16 1.01  -0.03
C: -2.63 1.91 1.33  -0.04
C: -1.79 2.42 0.35  -0.22
C: -0.50 3.09 0.75  -0.11
N: 0.46 2.05 1.07  0.09
C: 1.55 1.80 0.30  -0.45
O: 2.07 2.61 -0.43  0.11
C: 2.12 0.39 0.58  -0.11
C: 3.33 0.11 -0.26  -0.10
C: 3.29 0.17 -1.65  0.00
C: 4.43 -0.06 -2.40  -0.07
C: 5.63 -0.36 -1.78  -0.08
C: 5.70 -0.41 -0.40  -0.01
C: 4.56 -0.18 0.33  -0.23
F: 4.64 -0.24 1.68  0.06
N: 1.04 -0.60 0.42  0.03
C: 0.12 -0.42 -0.55  -0.39
O: 0.24 0.39 -1.45  0.09
C: -1.13 -1.22 -0.45  -0.30
C: -1.91 -1.59 -1.52  -0.29
S: -3.32 -2.31 -0.93  1.05
N: -2.83 -2.08 0.63  -0.30
N: -1.71 -1.53 0.73  -0.02
C: 1.00 -1.69 1.35  -0.28
C: 0.90 -3.09 0.83  -0.09
C: 2.18 -2.61 1.43  -0.07
C: -2.10 2.18 -0.98  -0.03
C: -3.21 1.44 -1.32  -0.01
H: -6.72 -0.94 -0.38  0.09
H: -6.47 0.41 0.75  0.10
H: -5.46 -1.06 0.88  0.08
H: -4.37 0.78 1.80  0.11
H: -2.41 2.09 2.37  0.12
H: -0.64 3.73 1.63  0.12
H: -0.08 3.68 -0.07  0.13
H: 0.08 1.29 1.61  0.14
H: 2.41 0.35 1.64  0.16
H: 2.36 0.42 -2.13  0.11
H: 4.38 -0.01 -3.48  0.10
H: 6.52 -0.54 -2.37  0.10
H: 6.63 -0.63 0.11  0.12
H: -1.70 -1.45 -2.56  0.09
H: 0.49 -1.45 2.27  0.14
H: 0.28 -3.78 1.39  0.11
H: 0.87 -3.23 -0.24  0.11
H: 2.48 -2.97 2.40  0.11
H: 3.01 -2.44 0.76  0.10
H: -1.45 2.55 -1.76  0.12
H: -3.45 1.24 -2.35  0.12

***

3.
C22H21FN4O3S in the gas phase in a non-equilibrium geometry, computed with ωB97M-V with the def2-TZVPD basis set.

Values from the calculation:
Kohn-Sham gap	9.06	eV
largest force on an atom	0.02010	hartree/bohr
structure (SMILES)	O=C(CN(C(=O)CCC(=O)Nc1nccs1)c1ccccc1F)NCc1ccccc1
energy relative to the best compared isomer or geometry (same formula, charge and spin)	0.00	kJ/mol
HOMO energy	-8.5	eV
LUMO level	0.019	Eh

Last column: Löwdin charge in e.
Positions of all 52 atoms, in Å:
O: -0.43 -2.29 -1.70  0.05
C: -0.29 -1.84 -0.58  -0.47
C: -1.40 -1.93 0.48  -0.02
N: -2.17 -0.69 0.55  0.02
C: -1.67 0.35 1.24  -0.40
O: -0.60 0.26 1.83  0.03
C: -2.48 1.63 1.22  -0.06
C: -1.71 2.82 1.80  -0.08
C: -0.65 3.34 0.85  -0.48
O: -0.78 4.33 0.16  -0.01
N: 0.48 2.58 0.81  0.13
C: 1.53 2.89 -0.01  -0.57
N: 2.60 2.17 -0.10  0.03
C: 3.48 2.73 -0.98  -0.25
C: 3.07 3.88 -1.56  -0.39
S: 1.49 4.33 -1.00  1.10
C: -3.38 -0.66 -0.19  -0.17
C: -3.36 -0.83 -1.57  0.02
C: -4.54 -0.83 -2.29  -0.06
C: -5.76 -0.68 -1.64  -0.07
C: -5.80 -0.54 -0.27  0.00
C: -4.61 -0.54 0.44  -0.21
F: -4.66 -0.44 1.79  0.07
N: 0.81 -1.20 -0.15  0.10
C: 1.99 -1.01 -0.97  -0.12
C: 3.18 -1.64 -0.30  -0.21
C: 3.45 -2.99 -0.47  -0.04
C: 4.53 -3.58 0.18  -0.09
C: 5.33 -2.82 1.01  -0.10
C: 5.06 -1.48 1.19  -0.08
C: 3.99 -0.89 0.54  -0.04
H: -0.96 -2.11 1.47  0.13
H: -2.07 -2.74 0.22  0.14
H: -3.37 1.48 1.82  0.12
H: -2.80 1.85 0.19  0.14
H: -1.24 2.52 2.74  0.13
H: -2.41 3.64 1.99  0.13
H: 0.52 1.72 1.36  0.13
H: 4.41 2.22 -1.16  0.10
H: 3.58 4.49 -2.27  0.05
H: -2.42 -0.97 -2.07  0.11
H: -4.51 -0.96 -3.36  0.11
H: -6.68 -0.68 -2.21  0.11
H: -6.73 -0.44 0.27  0.12
H: 0.83 -0.82 0.79  0.12
H: 1.79 -1.47 -1.93  0.12
H: 2.17 0.06 -1.09  0.10
H: 2.82 -3.58 -1.12  0.12
H: 4.73 -4.63 0.03  0.10
H: 6.17 -3.28 1.51  0.10
H: 5.69 -0.88 1.84  0.10
H: 3.77 0.16 0.68  0.08

***

4.
A molecular structure, C22H21MgN5O2S, computed with ωB97M-V with the def2-TZVPD basis set.

Values from the calculation:
Kohn-Sham gap	7.76	eV
largest force on an atom	0.00869	hartree/bohr
energy relative to the best compared isomer or geometry (same formula, charge and spin)	0.00	kJ/mol
HOMO energy	-7.2	eV
LUMO level	0.019	Eh

Last column: Löwdin charge in e.
Positions of all 52 atoms, in Å:
Mg: 0.12 -0.01 0.06  0.54
O: -1.01 -1.59 0.23  -0.12
C: -1.51 -2.13 1.29  -0.35
C: -2.63 -2.99 1.18  -0.02
C: -3.18 -3.60 2.28  -0.09
C: -2.66 -3.41 3.57  -0.11
C: -1.57 -2.58 3.71  -0.07
C: -0.98 -1.93 2.61  -0.15
C: 0.15 -1.08 2.90  -0.10
N: 0.77 -0.35 2.05  -0.02
C: 1.84 0.55 2.47  -0.19
C: 2.78 0.75 1.29  -0.19
N: 1.97 1.04 0.11  -0.01
C: 2.42 1.78 -0.83  -0.08
C: 1.72 2.10 -2.06  -0.13
C: 2.45 2.84 -3.01  -0.06
C: 1.92 3.21 -4.22  -0.11
C: 0.60 2.82 -4.51  -0.09
C: -0.15 2.10 -3.60  -0.02
C: 0.38 1.71 -2.35  -0.35
O: -0.36 1.04 -1.52  -0.17
H: -3.03 -3.15 0.19  0.11
H: -4.04 -4.25 2.14  0.10
H: -3.11 -3.89 4.42  0.09
H: -1.15 -2.42 4.69  0.10
H: 0.46 -1.05 3.95  0.13
H: 2.38 0.17 3.35  0.12
H: 1.40 1.52 2.73  0.12
H: 3.32 -0.19 1.11  0.11
H: 3.52 1.53 1.48  0.12
H: 3.42 2.22 -0.73  0.13
H: 3.46 3.13 -2.76  0.11
H: 2.49 3.77 -4.94  0.09
H: 0.16 3.09 -5.46  0.10
H: -1.16 1.81 -3.83  0.11
N: -2.57 1.38 0.07  0.01
C: -3.76 1.67 0.61  -0.09
C: -3.59 1.67 1.98  -0.06
C: -2.23 1.37 2.15  -0.14
N: -1.62 1.18 0.99  0.00
H: -2.28 1.32 -0.90  0.14
H: -4.63 1.86 0.00  0.12
H: -4.33 1.87 2.73  0.09
H: -1.68 1.27 3.07  0.11
S: 1.57 -2.49 -3.80  1.03
C: 2.88 -2.56 -2.70  -0.39
C: 2.53 -1.94 -1.55  -0.22
N: 1.27 -1.39 -1.53  -0.04
C: 0.66 -1.61 -2.66  -0.46
H: 3.81 -3.05 -2.94  0.07
H: 3.16 -1.84 -0.68  0.10
H: -0.34 -1.26 -2.86  0.09